[1]
DFT (ωB97M-V/def2-TZVPD) results for C43H59B2CrN14S3 as an isolated structure in a non-equilibrium geometry.

The HOMO-LUMO gap (spin up / spin down) is 5.404 / 5.363 eV. The calculation puts the highest occupied orbital energy (spin up / spin down) at -15.50 / -15.59 eV. For the LUMO energy (spin up / spin down), the calculation gives -10.10 / -10.22 eV.

```
! wB97M-V def2-TZVPD RIJCOSX def2/J DEFGRID3
* xyz 3 3
H 6.947 -3.365 0.883
H 0.629 -0.430 -5.375
H 5.647 1.418 -0.598
C 2.185 -0.221 -3.933
C 6.362 0.008 -3.656
C -3.318 3.635 -1.475
C 5.960 4.719 1.068
H 4.006 4.655 -0.414
H 5.590 6.343 3.121
H 7.166 0.790 -1.242
H 1.182 -1.936 -4.667
C 3.195 -4.416 2.626
H -1.552 -2.987 -2.977
H 0.310 1.859 4.341
H 2.863 5.500 -2.286
C 6.085 0.691 -1.274
C 1.604 -4.090 -0.522
C 1.455 0.158 -2.778
N 1.920 1.287 0.683
H 6.200 0.265 -4.699
C 5.599 0.935 -2.706
S -0.174 -0.230 -2.502
H 5.447 3.191 4.123
C 1.049 5.278 -3.460
H 2.300 4.300 -0.150
N 0.250 2.499 -1.192
C 0.141 6.235 -4.235
S -1.916 1.204 -0.361
H -2.849 -1.165 0.923
H 2.416 6.923 -3.219
H 6.963 -5.060 1.418
H 0.086 3.528 3.866
H -3.542 -1.864 2.393
H -2.004 -1.963 -1.594
H 6.094 -1.033 -3.496
H 6.962 5.001 1.381
H 6.784 4.235 3.673
H 0.824 -3.660 3.858
C -1.430 -1.851 2.358
H -3.724 4.545 -1.906
N -0.313 -1.590 1.686
H 6.328 -4.628 -0.170
C 3.281 3.851 -0.326
H 5.142 1.042 1.707
C 5.121 4.406 2.308
C 4.106 0.704 -2.780
C 1.214 1.834 1.878
C 3.700 -0.549 1.714
C -1.576 -2.924 -1.891
N 2.522 -0.942 1.299
H -3.785 2.780 -1.965
B 1.074 1.302 -0.707
H -0.341 6.948 -3.571
H 2.187 -1.115 -5.869
C 4.712 5.717 2.998
H -2.241 -3.715 -1.547
C 0.207 -3.029 3.255
C -2.736 -1.248 2.005
H 4.344 -1.267 2.183
H 5.340 3.082 -2.444
C -0.229 -3.143 -1.310
H 3.212 3.660 3.990
H -1.671 5.340 -2.823
H 3.255 3.272 -1.244
N 1.507 -2.836 -0.027
H -3.585 3.587 -0.419
N 3.081 -3.332 1.809
H 6.051 3.854 0.414
C 1.849 4.418 -4.451
H 3.985 6.262 2.401
C -1.135 -2.759 3.382
N 2.052 0.850 -1.792
H -1.817 -3.163 4.099
H 1.388 3.109 4.971
B 1.976 -2.426 1.387
C -1.847 3.584 -1.645
H 6.944 2.588 -2.990
H 1.185 3.905 -5.142
H 4.864 -5.803 2.940
N 0.894 3.398 -1.943
H 5.597 2.592 -4.123
C 4.434 -4.963 2.437
H 1.533 6.539 -1.747
N 3.356 1.097 -1.773
H -2.839 -0.257 2.447
C 0.534 -4.319 -1.352
H 2.406 -4.744 3.268
H 4.290 5.546 3.983
H 5.821 -0.310 -0.941
C 5.055 -4.151 1.451
C 3.526 0.076 -3.911
C 6.403 -4.308 0.870
C 0.250 4.360 -2.556
H -0.614 5.703 -4.807
C 4.135 0.764 1.450
C 3.010 3.241 3.016
C 1.515 -0.961 -5.030
N 1.696 -0.136 0.667
N 3.671 2.992 0.767
H 4.146 -0.208 -4.744
N 0.407 -2.253 -0.547
Cr -0.133 -0.384 0.004
N 0.694 -2.322 2.215
C 0.842 2.776 4.094
C 3.912 3.549 2.029
H 7.427 0.110 -3.470
H 2.411 -4.740 -0.255
H 2.453 3.682 -3.924
H 2.510 5.059 -5.028
C -1.103 2.507 -1.090
C 6.006 3.586 3.280
H 5.560 5.563 0.511
H 0.315 -5.214 -1.896
C 3.320 1.673 0.850
H 6.488 2.762 2.759
S -0.370 1.215 1.968
C 5.879 2.396 -3.092
H 0.742 6.804 -4.939
C 2.028 6.108 -2.614
C 1.753 2.582 2.916
N 4.223 -3.190 1.093
C -1.147 4.514 -2.372
*
```

***

[2]
DFT (ωB97M-V/def2-TZVPD) results for C43H59BInN13S5 as an isolated structure.

The HOMO-LUMO gap is 6.224 eV. The calculation puts the highest occupied orbital energy at -12.54 eV. For the LUMO energy, the calculation gives -6.32 eV.

```
! wB97M-V def2-TZVPD RIJCOSX def2/J DEFGRID3
* xyz 2 1
C 6.370 1.123 0.707
H -0.352 -3.222 5.426
H 0.807 2.336 5.591
H -4.397 -2.274 -3.348
H -6.008 -2.831 -2.899
H -5.113 0.809 -2.495
C -3.952 1.931 3.749
H 1.698 -3.484 -2.137
H 5.942 0.686 -0.185
C 0.116 -1.930 -0.453
S -0.827 2.501 -0.897
N 4.373 -2.648 -3.692
H -5.095 2.847 5.318
H 1.813 1.285 4.573
H 8.030 -0.221 0.726
C -4.541 -2.957 -0.652
S 2.537 3.560 -0.659
C 7.409 2.119 3.089
H -6.723 -0.300 -1.129
H 3.696 -0.774 -5.745
N 4.519 2.738 0.893
H -4.357 -2.789 0.408
H 1.564 -4.592 4.702
C 5.740 2.168 1.369
C 0.928 -4.040 -1.603
H 1.898 -4.925 3.007
C -5.314 -1.996 -2.826
H 0.645 4.365 -4.683
H 5.750 3.482 3.065
C 0.923 3.488 -4.099
H -6.164 -1.007 0.394
C 0.079 -3.749 3.391
C 1.523 -4.171 3.697
H -3.618 -3.320 -1.104
C -6.331 -1.207 -0.666
H -3.539 3.623 5.071
C 7.537 0.594 1.239
C -4.588 2.796 2.654
N 1.995 0.484 -5.847
C 1.091 2.101 4.568
H -1.133 2.545 -5.278
C 0.497 -3.304 -0.379
C 0.049 -3.127 2.011
C -4.020 -0.580 -1.247
H 0.247 -1.865 4.466
C -4.213 0.664 -1.912
C -5.043 -1.693 -1.346
H 0.207 3.371 -3.278
H 5.977 2.657 -1.210
N -2.073 0.226 -0.419
C -2.508 1.654 3.358
C -0.843 -4.976 3.395
C 3.591 -3.359 -0.284
H 1.065 0.553 -7.759
N -2.963 -0.779 -0.511
H -4.062 3.745 2.541
H -4.390 3.012 -3.076
N 0.908 2.329 -4.980
C -4.047 2.657 5.090
H 8.968 0.669 2.832
N 5.004 2.878 -1.358
B -1.050 -0.053 0.620
H -0.173 2.867 -6.730
C 1.763 1.309 -4.821
C 6.250 2.664 2.562
C 2.609 -0.834 -5.674
C -1.384 1.981 4.173
H 1.915 3.635 -3.685
N 3.333 -4.162 0.501
H -5.296 -3.737 -0.748
H -4.663 0.063 2.887
H 3.817 2.953 1.587
N -0.386 -1.359 0.658
H 1.586 2.973 4.135
H -0.814 -5.447 4.376
H -4.244 -0.057 4.602
H 0.829 -4.877 0.995
In 1.488 1.250 -1.003
C -0.259 2.229 -5.850
C -4.688 0.587 3.842
H 7.809 2.507 4.015
N -1.075 0.801 1.816
S 1.542 0.889 1.713
H -1.418 -2.424 4.264
C 3.582 -1.034 -0.819
H -3.431 3.794 -1.807
H 2.201 -3.319 3.654
C 4.166 -2.536 -2.565
H 0.085 -4.161 -2.285
H 1.928 2.030 -7.266
C 0.049 1.153 2.465
C -0.110 1.743 3.758
C 1.936 0.944 -7.233
H 4.673 3.060 -2.292
H -2.626 3.147 -3.222
H 2.234 -1.481 -6.465
H -7.099 -1.976 -0.749
H 2.348 -1.252 -4.709
H -5.729 0.761 4.115
H -5.623 3.014 2.917
C 0.484 -3.861 0.864
C 3.857 -2.315 -1.200
N -0.403 -1.915 1.895
C 4.154 2.992 -0.352
C -0.393 -2.748 4.445
H -1.550 2.439 5.137
H 1.317 -5.021 -1.341
S 0.338 -0.970 -1.846
H 2.834 0.588 -7.738
C -2.127 1.398 -1.057
H -0.406 1.198 -6.161
N -2.339 1.069 2.208
C -3.291 1.665 -1.839
H -0.534 -5.724 2.664
N 3.321 0.076 -0.558
S 2.640 1.052 -3.359
H -4.579 2.277 1.695
H -5.768 -1.153 -3.348
H -1.876 -4.693 3.184
C -3.451 2.977 -2.529
H -3.642 2.062 5.909
C 8.059 1.088 2.424
*
```

***

[3]
DFT (ωB97M-V/def2-TZVPD) results for C43H59I2N4O8SScSi as an isolated structure.

The energy relative to the best compared isomer or geometry (same formula, charge and spin) comes out at 3.1 kcal per mole. The HOMO-LUMO gap is 6.333 eV. The calculation puts the highest occupied orbital energy at -2.80 eV. For the LUMO energy, the calculation gives 3.53 eV.

```
! wB97M-V def2-TZVPD RIJCOSX def2/J DEFGRID3
* xyz -2 1
C 3.156 3.852 -1.353
H -4.050 -6.403 -1.274
H 2.159 7.518 1.417
H 2.716 6.528 -0.762
C 5.815 -1.412 -1.388
O -3.935 -1.672 -1.383
H -3.076 2.022 1.085
C -1.470 -5.447 -1.345
C 2.649 4.960 -3.574
H -3.764 0.289 -3.120
H -1.941 -5.516 -2.330
C 2.521 -0.401 3.922
C -0.858 1.191 4.498
S -0.992 -1.970 -0.336
H 2.299 5.949 -5.443
C 2.666 5.894 0.114
C -0.567 2.819 0.436
H 2.629 -0.329 5.011
H -4.551 -4.047 2.642
H 4.596 0.164 3.540
N 3.779 1.540 -1.212
H -5.731 -3.054 3.517
H -5.168 -3.056 -4.170
H -4.738 -3.850 -2.634
H 5.839 7.104 -3.333
H -6.239 -0.697 2.698
C 2.955 5.863 -4.586
H 3.488 1.530 3.713
C 2.504 4.290 2.368
C 2.456 1.659 -1.392
C 6.026 -1.302 -0.031
H 4.473 -1.208 1.571
H -5.443 -0.199 -2.841
H -5.338 -0.052 1.306
C -5.276 -0.703 2.180
O 1.305 -0.252 1.260
O 3.116 -1.662 -4.030
H -6.048 -2.001 -0.088
O 5.471 3.110 -1.038
C -5.057 -2.913 -3.092
O 1.569 -1.728 -2.420
C 4.630 5.612 -2.392
H -1.448 1.524 5.344
O -3.283 -4.054 -0.588
C 2.828 3.737 1.142
H -0.917 -6.369 -1.152
C 2.906 4.530 -0.005
O -3.608 -2.024 1.164
Sc 1.501 -1.266 -0.425
C -1.297 1.400 3.201
N 4.494 -1.448 -1.567
C 4.753 -1.268 0.538
H 2.006 6.088 3.436
H -2.789 -2.228 -4.513
H 1.127 3.199 -1.347
Si -2.965 -2.453 -0.290
C 2.728 -1.869 3.557
C 2.264 5.655 2.477
C -4.508 -0.480 -3.331
H 3.479 0.572 2.229
H 5.289 5.489 -1.544
H 0.511 2.917 0.555
H 6.501 -1.465 -2.216
H -0.544 0.731 -0.011
H 3.722 -2.204 3.870
H 4.339 7.344 -5.293
H 1.770 4.334 -3.649
H 2.425 3.648 3.237
C -0.570 0.971 2.098
H -6.915 -2.733 1.283
C 0.635 0.253 2.294
H -4.507 -0.308 2.846
C -1.888 -5.138 1.103
H -0.847 3.121 -0.579
H -2.329 -3.149 -3.067
H -5.662 -3.649 0.414
C -4.900 -2.116 1.743
C 4.308 2.783 -1.192
C 3.477 4.827 -2.467
N 2.054 2.964 -1.671
C -2.683 -2.182 -3.426
H -0.760 -4.618 -1.341
H 0.763 0.453 5.689
I 7.835 -1.212 0.951
N 3.834 -1.344 -0.411
H -2.641 -4.917 1.860
O 1.583 0.770 -1.317
C 1.949 -1.728 -3.627
C 1.134 0.126 3.616
H 1.988 -2.502 4.052
C -2.535 -5.232 -0.275
C 3.586 0.518 3.311
C -5.950 -2.660 0.774
H -2.780 1.409 -0.542
H -2.891 0.279 0.808
H -1.927 -1.440 -3.168
H -2.233 1.922 3.038
C -1.024 1.383 0.713
C -4.026 -1.824 -2.795
C 0.370 0.579 4.684
I 2.056 -4.104 0.256
H 3.009 2.670 1.072
H 1.141 -1.839 -4.372
H -1.039 3.515 1.137
C -2.532 1.264 0.511
C 2.349 6.453 1.347
C -3.553 -6.370 -0.302
H 2.626 -2.051 2.491
C 4.098 6.643 -4.504
H -1.124 -4.359 1.122
H -4.671 -0.528 -4.410
H -3.063 -7.330 -0.123
C -4.790 -3.032 2.960
H 3.990 -1.494 -2.476
H -1.407 -6.086 1.351
H -4.311 -6.213 0.469
H -3.993 -2.678 3.614
H -6.026 -2.634 -2.671
C 4.936 6.509 -3.402
*
```

***

[4]
DFT (ωB97M-V/def2-TZVPD) results for C43H60Br2CeN4O2PS2 as an isolated structure.

The energy relative to the best compared isomer or geometry (same formula, charge and spin) comes out at 18.0 kcal per mole. The HOMO-LUMO gap is 5.475 eV. The calculation puts the highest occupied orbital energy at -9.64 eV. For the LUMO energy, the calculation gives -4.16 eV.

```
! wB97M-V def2-TZVPD RIJCOSX def2/J DEFGRID3
* xyz 1 1
H 1.316 0.912 -5.900
C 1.933 1.805 -0.640
H -5.139 3.663 1.229
H -0.651 -4.842 5.131
H 5.484 -0.908 4.221
H -5.638 4.086 -1.192
H 3.097 -2.389 -5.678
C 3.087 3.390 -2.355
C -0.150 2.544 -0.711
P -0.646 -1.710 -3.827
H -6.041 1.670 1.998
C -1.760 -2.888 3.589
C -2.878 0.319 1.849
C -4.396 3.429 0.465
C -1.495 2.697 -0.418
C -1.750 -1.683 2.807
C 0.615 3.338 -1.647
C 3.937 4.355 -1.525
H -0.754 1.298 -4.618
H -5.803 2.370 -0.807
H 2.906 0.157 -6.034
C -5.246 1.160 2.545
H 2.323 -2.264 -4.094
C -2.839 -0.837 2.606
Br -2.489 -2.344 -0.483
S 0.446 -0.680 -2.393
H -3.748 4.306 0.399
H -3.301 -1.824 5.631
H -4.816 2.814 3.887
H 4.411 -3.453 2.883
C -2.594 0.168 -4.412
C 2.514 -1.592 2.020
C 3.053 1.081 -0.270
H -2.838 -4.564 4.319
H 1.643 -3.338 -5.323
H -5.561 0.117 2.625
H -1.697 -4.349 0.750
C 0.335 -2.401 2.905
C -3.597 2.242 0.904
H -4.374 2.944 -1.658
C -2.870 -0.043 -5.885
H 2.235 -3.206 3.337
H 0.991 -4.340 4.839
C 0.059 4.469 -2.452
H 1.159 -1.393 -6.781
H 4.073 -1.803 4.768
C 5.712 -0.112 0.807
H 3.355 5.227 -1.228
H 2.750 3.889 -3.265
H -0.471 6.566 -2.255
H -3.413 0.819 -6.276
C 1.897 2.881 -1.606
Br 0.449 -3.593 -0.252
C 4.834 -2.447 2.833
C 1.318 -1.236 -5.713
H -2.235 2.258 -4.512
H 7.086 1.509 1.260
C 1.953 0.122 -5.503
H -0.927 4.192 -2.836
H -3.479 -0.932 -6.038
C -1.443 -3.950 -0.225
C -5.107 1.765 3.945
C 0.044 -4.559 4.339
C 3.120 0.017 0.629
H 3.697 2.545 -2.685
H -6.047 1.702 4.491
H -0.658 5.645 -0.761
O -2.088 -1.073 -3.835
N -1.853 0.756 1.035
C 3.956 -1.573 1.995
C -0.464 -3.330 3.653
H -3.848 -3.310 3.649
C -3.178 -2.908 5.664
C -2.959 -3.480 4.261
C 2.136 -2.382 -5.162
H 4.302 3.880 -0.613
N 2.034 -0.618 1.172
H 0.650 -6.596 3.870
H 5.386 1.980 1.321
H 5.804 -2.555 2.345
H -2.322 -3.119 6.306
H 0.688 4.629 -3.329
O -0.044 -1.205 -5.198
C -3.975 1.249 1.762
H 5.671 -2.552 4.834
C 0.229 -5.726 3.367
C 4.330 -0.581 1.135
C -1.724 1.374 -4.126
H -3.755 -1.108 3.116
H 6.425 -0.898 1.059
C 5.027 -1.897 4.249
H -1.997 3.530 -0.894
Ce -0.088 -0.512 0.248
H -3.543 0.288 -3.885
N 0.675 1.620 -0.116
H 2.138 0.313 -4.445
N -0.473 -1.430 2.361
S -0.742 -3.617 -3.594
C -0.039 5.770 -1.650
H 4.799 4.700 -2.095
C -5.094 3.196 -0.877
H -1.942 -0.155 -6.445
H -4.341 1.243 4.521
H 3.992 1.395 -0.707
H 6.076 1.022 2.623
C 1.720 -2.437 2.774
H -1.556 1.504 -3.057
H -0.729 -6.024 2.935
H 5.802 0.037 -0.273
C 6.088 1.176 1.543
H 0.894 -5.451 2.547
H -4.066 -3.337 6.127
C -2.266 1.930 0.456
H -1.661 -4.604 -1.061
H 0.947 6.094 -1.317
*
```